(1)
Here is a single C8H8FNO2 molecule at a distorted geometry from OMol25. Energies are from ωB97M-V with the def2-TZVPD basis set.

The orbital gap comes out at 8.43 eV.

Last column: natural (NBO) charge in e.
Cartesian coordinates (Å):
C: 3.5878 0.4745 2.2830  -0.2856
O: 2.7610 0.9767 1.2179  -0.4318
N: 1.4294 0.5174 1.3809  -0.1379
C: 1.0465 0.5607 -0.0383  0.0389
C: -0.3476 0.0775 -0.4584  -0.1612
C: -0.7818 -1.1706 0.0739  -0.1505
C: -1.9536 -1.8085 -0.1938  -0.2675
C: -2.9241 -1.0948 -0.8704  -0.2182
C: -2.5145 0.0145 -1.6454  0.2883
F: -3.3150 0.6269 -2.5703  -0.3299
C: -1.2025 0.5297 -1.5036  0.2736
O: -0.7289 1.6062 -2.1274  -0.6371
H: 2.7437 0.4890 3.0352  0.1982
H: 3.6353 -0.5388 2.0346  0.1898
H: 4.4327 1.2138 2.4891  0.2142
H: 1.9336 1.1221 -0.8224  0.2458
H: -0.1578 -1.4764 0.8891  0.2231
H: -2.3350 -2.5191 0.5794  0.2268
H: -4.0514 -1.4094 -0.9186  0.2373
H: -1.2579 1.8087 -2.8345  0.4835

(2)
Here is a single C7H10 molecule at a distorted geometry from OMol25. Energies are from ωB97M-V with the def2-TZVPD basis set.

The orbital gap comes out at 10.97 eV.

Last column: natural (NBO) charge in e.
Cartesian coordinates (Å):
C: -2.8035 1.1678 1.1635  -0.2507
C: -2.0923 0.3933 0.5704  -0.0100
C: -1.2342 -0.5061 -0.2503  -0.4827
C: -0.0189 0.1963 -0.8634  -0.2086
C: 1.0961 -0.6722 -1.3748  -0.4252
C: 1.3255 0.3600 -0.2853  -0.2226
C: 1.4826 -0.0734 1.1687  -0.6104
H: -3.4399 1.8705 1.6689  0.2378
H: -1.0469 -1.4451 0.3045  0.2331
H: -1.7654 -0.7911 -1.1464  0.2424
H: -0.4122 0.9616 -1.5271  0.2166
H: 1.4796 -0.4828 -2.3733  0.2180
H: 1.1134 -1.7210 -1.0732  0.2090
H: 1.8624 1.2544 -0.6069  0.2176
H: 2.2395 -0.8519 1.3476  0.2090
H: 1.7087 0.7990 1.7976  0.2186
H: 0.5058 -0.4593 1.4796  0.2083

(3)
Here is 7 unconnected molecules or ions with the total composition C21H61O26P5S2 at a distorted geometry from OMol25. Energies are from ωB97M-V with the def2-TZVPD basis set.

The orbital gap comes out at 9.78 eV.

Last column: Löwdin charge in e.
Cartesian coordinates (Å):
C: 13.0957 12.8002 7.8210  -0.0676
C: 13.7445 14.1119 7.5309  -0.2808
O: 15.0855 13.8202 7.1582  -0.2827
S: 15.4498 13.6509 5.5633  0.6503
C: 15.7167 11.8122 5.4247  -0.0827
O: 14.2673 14.0262 4.8251  -0.2975
O: 16.6299 14.4169 5.2338  -0.2836
H: 13.8685 12.1881 8.2862  0.0824
H: 12.5867 12.4088 6.9402  0.0745
H: 12.3044 13.0583 8.5248  0.0828
H: 13.1648 14.7213 6.8376  0.1221
H: 13.7599 14.7390 8.4224  0.1073
H: 16.6728 11.4129 5.0865  0.0741
H: 14.8476 11.3848 4.9246  0.0514
H: 15.2727 11.2239 6.2278  0.0511
C: 7.3103 9.1605 2.0928  -0.0424
C: 8.9092 9.1841 2.1410  -0.2784
O: 9.5303 10.3284 1.6062  -0.2622
S: 10.1766 11.4925 2.5857  0.6864
C: 11.6776 10.6216 3.2971  -0.0959
O: 10.6017 12.6187 1.7529  -0.2881
O: 9.2845 11.6547 3.7249  -0.3103
H: 7.0058 9.4394 1.0840  0.0708
H: 6.9368 9.9187 2.7811  0.0614
H: 6.8027 8.2584 2.4342  0.0721
H: 9.1509 8.9319 3.1735  0.0904
H: 9.3473 8.3568 1.5826  0.1159
H: 11.4439 9.7994 3.9734  0.0271
H: 12.2656 11.4121 3.7636  0.0586
H: 12.0783 10.0444 2.4638  0.0632
C: 15.9533 16.4366 2.2865  -0.1071
O: 16.7593 15.5456 1.5826  -0.2423
P: 16.6095 15.0240 0.0314  0.4856
O: 17.7669 14.2923 -0.4482  -0.2178
O: 15.2184 14.1910 -0.0956  -0.2271
C: 14.7747 13.2349 0.8325  -0.0968
O: 16.2860 16.2849 -0.9649  -0.2075
C: 16.7375 16.2625 -2.2237  -0.1944
H: 15.7766 15.9205 3.2302  0.0671
H: 15.1276 16.8947 1.7420  0.1056
H: 16.6584 17.1687 2.6802  0.0863
H: 15.0399 13.5005 1.8559  0.0728
H: 15.2225 12.3122 0.4637  0.0992
H: 13.6892 13.3335 0.8370  0.0914
H: 15.9406 16.1744 -2.9622  0.0881
H: 17.5118 15.5639 -2.5406  0.0928
H: 17.0597 17.2940 -2.3661  0.0900
C: 8.8946 11.8350 9.0969  -0.1109
O: 7.9546 10.7971 9.2166  -0.2034
P: 6.7189 10.7400 8.2374  0.4669
O: 5.7540 9.6145 8.2411  -0.2292
O: 6.0818 12.2648 8.4618  -0.2120
C: 5.7724 13.0694 7.3968  -0.1644
O: 7.4762 10.8562 6.8238  -0.2411
C: 7.8716 9.6542 6.1444  -0.0691
H: 9.0557 12.1294 10.1339  0.0942
H: 8.5055 12.7948 8.7571  0.0887
H: 9.8731 11.6187 8.6680  0.0782
H: 5.8207 12.4949 6.4717  0.0836
H: 6.5309 13.8409 7.2642  0.0845
H: 4.8759 13.6892 7.3864  0.0899
H: 8.4416 9.0231 6.8262  0.0758
H: 8.2677 9.9835 5.1838  0.0609
H: 6.9726 9.1395 5.8053  0.0872
C: 10.1656 8.2787 9.2618  -0.1267
O: 10.6896 9.3157 8.5334  -0.2685
P: 11.9609 9.1788 7.4792  0.5427
O: 11.7357 10.0200 6.2205  -0.2654
O: 13.1624 9.6606 8.4751  -0.2486
C: 13.6351 9.0341 9.6537  -0.0857
O: 12.1129 7.6020 7.2651  -0.2563
C: 11.2900 6.7929 6.3907  -0.0495
H: 9.1570 8.0691 8.9057  0.0905
H: 10.2848 8.7125 10.2546  0.1092
H: 10.7585 7.3905 9.0432  0.0761
H: 14.7158 9.1547 9.7286  0.0877
H: 13.4986 7.9572 9.5550  0.0905
H: 13.2300 9.5547 10.5214  0.0990
H: 11.9353 6.1210 5.8248  0.0982
H: 10.6716 7.4433 5.7722  0.0810
H: 10.5897 6.2549 7.0297  0.0884
C: 19.6941 16.9526 1.0378  -0.0951
O: 20.3267 16.4060 2.2131  -0.2044
P: 20.8067 14.8755 2.1168  0.4929
O: 20.1814 14.0107 1.0311  -0.2663
O: 20.7269 14.3259 3.6608  -0.2191
C: 19.6406 13.4762 4.0752  -0.0964
O: 22.3821 15.1370 1.8411  -0.2227
C: 23.1480 13.9685 1.5541  -0.1117
H: 20.1250 17.9136 0.7567  0.0843
H: 18.6222 17.1046 1.1644  0.0706
H: 20.0218 16.4367 0.1352  0.0894
H: 19.8973 12.6109 4.6863  0.0884
H: 19.0282 13.2810 3.1949  0.0764
H: 18.9406 14.0842 4.6482  0.0562
H: 23.6720 13.6441 2.4532  0.0801
H: 24.0466 14.1976 0.9812  0.0861
H: 22.4431 13.2209 1.1903  0.0789
C: 16.9396 17.2503 8.1543  -0.0738
O: 16.6700 15.8522 8.3953  -0.2640
P: 17.4701 15.1469 9.5763  0.4690
O: 18.9568 15.4289 9.5494  -0.2550
O: 17.1191 13.5675 9.4498  -0.2384
C: 17.7192 12.7201 8.4645  -0.0872
O: 16.6749 15.7590 10.8817  -0.2174
C: 15.2052 15.9384 10.8793  -0.0727
H: 16.4518 17.6471 7.2640  0.0902
H: 17.9877 17.4210 7.9086  0.0920
H: 16.5946 17.8091 9.0242  0.0859
H: 18.2734 13.3440 7.7632  0.0938
H: 17.0711 11.9063 8.1394  0.0794
H: 18.4466 12.1853 9.0753  0.0897
H: 14.7198 16.4613 11.7034  0.0909
H: 14.5615 15.0832 10.6738  0.0732
H: 15.0169 16.4762 9.9501  0.0588

(4)
Here is a single C3H7NS2 molecule at a distorted geometry from OMol25. Energies are from ωB97M-V with the def2-TZVPD basis set.

The orbital gap comes out at 9.03 eV.

Last column: natural (NBO) charge in e.
Cartesian coordinates (Å):
C: 2.5159 -0.5705 -0.0003  -0.4320
N: 1.5734 0.5117 0.0076  -0.5820
C: 0.2492 0.4150 0.0107  -0.0495
S: -0.7751 1.7511 -0.0026  -0.2281
S: -0.3401 -1.2519 -0.0048  0.2657
C: -2.1094 -1.0710 -0.0001  -0.7660
H: 3.5558 -0.2004 0.0244  0.2230
H: 2.4249 -1.2809 0.8248  0.2119
H: 2.3599 -1.1691 -0.8809  0.2082
H: 1.8765 1.4593 -0.0090  0.4150
H: -2.5486 -2.0883 -0.0297  0.2387
H: -2.3617 -0.4314 -0.8545  0.2485
H: -2.4120 -0.4995 0.9281  0.2465

Number 1: total energy -16722.557 eV, HOMO -8.439 eV. Number 2: total energy -7418.258 eV, HOMO -9.862 eV. Number 3: total energy -144119.947 eV, HOMO -9.865 eV. Number 4: total energy -26385.040 eV, HOMO -8.354 eV.